No. 1
C39H76I2N4O11PSSi | ωB97M-V/def2-TZVPD

```
! RIJCOSX wB97M-V def2-TZVPD def2/J DEFGRID3
* xyz 1 1
C 0.63224 -7.37471 -4.03223
C -0.81493 -6.77946 -3.53347
O -0.62502 -6.21208 -2.15930
C -1.96167 -5.70507 -1.80943
C -1.91650 -4.54397 -0.61323
O -0.67134 -3.73764 -0.67284
C -0.87104 -2.49427 0.11112
N 0.17904 -1.52072 0.27508
C -0.30084 -0.18358 -0.04902
O -1.39684 0.18272 0.88058
C -2.67192 0.44015 0.21694
N -3.66689 0.60542 -0.63077
C 0.84516 1.02238 -0.22475
P -0.13200 2.63228 -0.40985
S -1.15946 2.56669 -2.10773
N 1.70428 0.86490 1.02347
C 2.37114 2.10785 1.51572
C 3.12628 3.08740 0.44641
C 4.72344 3.21954 0.83601
C 4.89923 4.58941 1.75397
C 5.71800 3.41495 -0.46766
C 7.16797 2.63544 -0.19048
C 7.38160 1.32961 -1.16558
C 7.57470 -0.07715 -0.70934
C 7.80260 -1.26063 -1.85759
C 7.62972 -0.57986 0.86279
C 2.48628 -0.44175 1.08183
O 2.95872 -0.49102 2.51230
N 3.83650 -0.44949 0.43536
C 4.03950 0.19167 -0.71260
O 4.04192 0.75407 -1.95462
C 1.55751 -1.80779 0.73173
C 2.21374 -2.46904 -0.65835
I 1.39779 -1.96643 -2.69796
C 3.38350 -3.34401 -0.79377
C 4.29777 -3.76441 0.46947
I 4.09736 -4.13353 -2.76072
Si 1.34280 -2.99873 2.22964
C 2.79268 -3.33928 3.42402
C -0.06224 -2.21286 3.36351
C 0.87109 -4.84837 1.74335
H 0.47929 -8.29456 -4.74613
H 1.21494 -6.48959 -4.53265
H 1.21819 -7.69099 -3.05020
H -1.06420 -5.84883 -4.23213
H -1.68053 -7.57729 -3.57723
H -2.53485 -5.26028 -2.72834
H -2.62925 -6.59290 -1.38955
H -2.87865 -3.87130 -0.75358
H -2.03792 -5.12629 0.39965
H -1.74177 -2.00310 -0.55690
H -1.50956 -2.83348 1.06490
H -0.81196 -0.15591 -1.13129
H 1.38749 0.79775 -1.23130
H 0.62508 3.84958 -0.47750
H -1.13575 2.80315 0.64997
H 0.94071 0.71093 1.75944
H 1.49119 2.79191 1.95836
H 3.11346 2.01608 2.41161
H 2.68767 4.19238 0.50709
H 2.97098 2.76951 -0.69381
H 5.10176 2.31657 1.49366
H 4.71908 5.57397 1.10834
H 4.15949 4.61184 2.67349
H 5.99945 4.70334 2.18522
H 5.24272 3.08144 -1.48873
H 6.01338 4.56561 -0.58509
H 8.06156 3.38501 -0.41277
H 7.28171 2.29484 0.92915
H 7.39559 1.52413 -2.33833
H 7.42290 -0.89747 -2.91286
H 8.95699 -1.54027 -1.94398
H 7.25979 -2.27913 -1.56462
H 8.75933 -0.67336 1.19385
H 7.04074 0.16250 1.55152
H 7.13183 -1.64760 0.97281
H 2.29561 -0.13882 3.14939
H 4.65297 -2.84327 1.14102
H 5.32533 -4.22369 0.07088
H 3.83348 -4.64092 1.13426
H 3.82744 -2.85671 3.14628
H 3.03713 -4.48911 3.63222
H 2.53588 -2.90613 4.50787
H 0.29070 -2.11792 4.48317
H -0.97411 -2.96704 3.26141
H -0.44078 -1.17365 2.91941
H 1.15781 -5.61934 2.57526
H -0.32246 -4.83261 1.71472
H 1.29198 -5.13124 0.68657
C -6.77079 -1.54956 1.38053
O -6.73610 -2.53564 2.40044
C -6.39533 -3.82737 1.90627
C -5.55147 -4.60034 2.92667
O -4.19596 -4.14246 3.02754
C -4.00245 -2.86303 3.64773
C -4.29345 -2.85307 5.15185
O -5.70193 -2.87323 5.38667
C -6.04795 -3.51147 6.60451
H -7.61114 -1.73647 0.70707
H -6.89672 -0.57174 1.85314
H -5.83115 -1.53673 0.81881
H -5.83802 -3.75736 0.96231
H -7.32951 -4.36665 1.72234
H -5.48123 -5.63875 2.58410
H -6.02797 -4.63540 3.90708
H -4.55493 -2.08575 3.11900
H -2.93987 -2.63286 3.51120
H -3.90064 -1.93197 5.59567
H -3.80470 -3.71431 5.62062
H -5.58915 -4.50239 6.67180
H -7.13338 -3.63972 6.62408
H -5.74601 -2.89373 7.45297
C -5.97747 9.42296 -4.05761
O -4.75952 8.84777 -4.50429
C -3.62668 9.65983 -4.21079
C -2.40567 8.79669 -3.87182
O -2.46445 8.18874 -2.57405
C -3.41714 7.12795 -2.41240
C -3.05806 5.85048 -3.17809
O -3.31848 6.01585 -4.57243
C -2.45795 5.23946 -5.38909
H -6.20936 10.31390 -4.64679
H -6.77358 8.68521 -4.18907
H -5.92169 9.67647 -2.99402
H -3.82997 10.33636 -3.36964
H -3.41297 10.26078 -5.09990
H -1.52928 9.45377 -3.84394
H -2.20404 8.05387 -4.64452
H -4.42632 7.47188 -2.64093
H -3.40737 6.89056 -1.34271
H -3.68212 5.02276 -2.82433
H -2.00460 5.60682 -3.00144
H -1.40956 5.41000 -5.12688
H -2.60174 5.55172 -6.42678
H -2.70579 4.17983 -5.29742
*
```

For the HOMO energy, the calculation gives -10.34 eV. For the lowest unoccupied orbital energy, the calculation gives -3.60 eV. The calculation puts the electronic energy at -114331.256 eV. For the HOMO-LUMO gap, the calculation gives 6.74 eV.

No. 2
C19H24N4O3 | ωB97M-V/def2-TZVPD

```
! RIJCOSX wB97M-V def2-TZVPD def2/J DEFGRID3
* xyz 0 1
N 1.59939 -2.18227 -4.23807
C 1.15693 -1.61008 -3.13905
N 0.15782 -0.83889 -2.93500
C -0.10384 -0.28965 -1.73701
C -1.07096 0.70197 -1.60110
C -1.67671 0.96196 -0.39271
C -2.58655 1.91175 -0.16282
N -3.07199 2.03935 1.19294
C -4.34543 1.45881 1.56805
C -3.96194 0.94194 2.90522
O -4.95987 0.96431 3.80517
C -2.78860 1.69919 3.51395
O -2.03249 0.89419 4.45960
C -2.02891 2.19872 2.31920
C -3.02146 2.56750 -1.27083
C -2.59306 2.28559 -2.56852
C -1.59641 1.36687 -2.72955
O -1.15976 1.13663 -3.97712
C 0.82682 -0.50791 -0.83412
C 1.78275 -1.44310 -1.05333
C 2.80006 -1.66511 0.15853
C 3.85425 -0.57751 0.39834
C 5.23855 -1.18715 0.43560
C 5.04662 -2.55976 -0.25551
C 3.60190 -3.03590 0.02858
N 1.92952 -2.07924 -2.21296
H 1.02998 -2.16103 -5.07192
H 2.18838 -3.00539 -4.03248
H -1.25665 0.31501 0.35018
H -5.15236 2.10005 1.70618
H -4.64892 0.57521 0.91546
H -3.53276 -0.06624 2.80652
H -4.65015 0.70076 4.66521
H -3.15477 2.56239 3.98564
H -1.16149 1.33075 4.56225
H -1.18629 1.66915 2.11625
H -1.78620 3.22646 2.35706
H -3.86257 3.25699 -1.06912
H -3.04151 2.70290 -3.45242
H -0.54568 0.32538 -3.84831
H 0.73968 -0.06455 0.16950
H 2.19491 -1.70957 1.03016
H 3.69865 -0.08950 1.33510
H 3.71947 0.04729 -0.49232
H 5.90306 -0.49238 -0.13193
H 5.71308 -1.37114 1.47482
H 5.22034 -2.51953 -1.32091
H 5.83177 -3.21443 0.05144
H 3.56370 -3.62206 0.92466
H 3.17969 -3.64871 -0.70854
*
```

For the HOMO energy, the calculation gives -7.90 eV. The energy above the lowest of the compared OMol25 structures with the same formula, charge and spin comes out at 5.2982 eV. For the lowest unoccupied orbital energy, the calculation gives 0.15 eV. The calculation puts the electronic energy at -32192.917 eV. As for the SMILES: Nc1nc(-c2cc(N3C[C@H](O)[C@@H](O)C3)ccc2O)cc(C2CCCC2)n1. For the HOMO-LUMO gap, the calculation gives 8.05 eV.